{
  "formula": "C5H4N2O",
  "method": "wB97M-V/def2-TZVPD",
  "elements": ["O", "C", "C", "C", "N", "C", "C", "N", "H", "H", "H", "H"],
  "xyz": [[-1.43, 2.38, -0.51], [-0.76, 1.40, -0.17], [-0.48, 0.41, -1.29], [0.11, -0.79, -1.33], [0.74, -1.49, -0.29], [0.83, -1.06, 0.91], [0.30, 0.16, 1.60], [-0.35, 1.19, 1.23], [-0.94, 0.83, -2.19], [0.18, -1.36, -2.25], [1.32, -1.77, 1.59], [0.49, 0.10, 2.69]],
  "nbo_charge": [-0.515, 0.605, -0.280, -0.005, -0.380, 0.061, 0.089, -0.407, 0.240, 0.212, 0.188, 0.191],
  "total_energy_ha": -377.60975,
  "multiplicity": 1,
  "lumo_ev": -1.214,
  "largest_force_ev_per_a": 2.68,
  "relative_energy_kj_mol": 142.6,
  "smiles": "O=c1ccnccn1"
}